#a
C5H4 in the gas phase, computed with wB97M-V/def2-TZVPD.

## Properties
E_HOMO	-9.05	eV
gap between HOMO and LUMO	8.70	eV
LUMO energy	-0.35	eV

The geometry in ORCA input format:
```
! wB97M-V def2-TZVPD RIJCOSX def2/J DEFGRID3
* xyz 0 1
C 2.073 0.531 -0.317
C 0.177 1.775 0.286
C 1.655 -0.624 0.060
C 0.508 0.414 0.421
C -0.681 0.788 -0.449
H 1.866 -1.719 -0.056
H 0.217 0.312 1.489
H -1.671 0.677 -0.105
H -0.529 0.829 -1.486
*
```

=====

#b
C5H4 in the gas phase, computed with wB97M-V/def2-TZVPD.

## Properties
E_HOMO	-9.20	eV
gap between HOMO and LUMO	10.05	eV
LUMO energy	0.84	eV
SMILES string	C#CC#CC

The geometry in ORCA input format:
```
! wB97M-V def2-TZVPD RIJCOSX def2/J DEFGRID3
* xyz 0 1
C -0.513 2.793 1.490
C -0.217 1.837 0.803
C 0.058 0.699 0.020
C 0.023 -0.469 -0.405
C 0.225 -1.788 -0.871
H -0.529 3.616 2.159
H 0.819 -1.921 -1.855
H 0.879 -2.444 -0.334
H -0.745 -2.322 -1.008
*
```

=====

#c
C5H4 in the gas phase, computed with wB97M-V/def2-TZVPD.

## Properties
E_HOMO	-9.28	eV
gap between HOMO and LUMO	10.26	eV
LUMO energy	0.97	eV
SMILES string	C#CC#CC

The geometry in ORCA input format:
```
! wB97M-V def2-TZVPD RIJCOSX def2/J DEFGRID3
* xyz 0 1
C 3.101 0.222 -0.026
C 1.936 0.211 -0.337
C 0.564 0.148 -0.476
C -0.629 0.031 -0.329
C -2.006 -0.162 0.107
H 4.108 0.211 0.319
H -2.021 -1.017 0.792
H -2.703 -0.362 -0.709
H -2.349 0.718 0.659
*
```

=====

#d
C5H4 in the gas phase, computed with wB97M-V/def2-TZVPD.

## Properties
E_HOMO	-9.43	eV
gap between HOMO and LUMO	9.51	eV
LUMO energy	0.08	eV
SMILES string	C#CC#CC

The geometry in ORCA input format:
```
! wB97M-V def2-TZVPD RIJCOSX def2/J DEFGRID3
* xyz 0 1
C 0.307 0.041 -3.250
C 0.300 -0.024 -2.020
C 0.132 -0.068 -0.675
C -0.069 -0.091 0.513
C -0.085 -0.109 1.958
H -0.764 0.134 -3.441
H -0.783 -0.849 2.356
H -0.323 0.878 2.361
H 0.930 -0.381 2.259
*
```

=====

How do the energies compare? Relative to the most stable structure, in hartree: #a 0.2082; #b 0.0149; #c 0.0000; #d 0.0465.

=====

#a
C5H4 in the gas phase, computed with wB97M-V/def2-TZVPD.

## Properties
E_HOMO (alpha / beta)	-7.96 / -7.91	eV
gap between HOMO and LUMO (alpha / beta)	7.41 / 7.39	eV
LUMO energy (alpha / beta)	-0.54 / -0.52	eV

The geometry in ORCA input format:
```
! wB97M-V def2-TZVPD RIJCOSX def2/J DEFGRID3
* xyz 0 1
C 2.091 -0.611 0.504
C 1.189 0.122 -0.051
C -0.063 0.609 -0.433
C -1.295 -0.023 -0.114
C -2.365 -0.524 0.140
H 2.714 -1.379 0.058
H 1.157 1.187 0.436
H -0.118 1.585 -0.906
H -3.310 -0.965 0.367
*
```

=====

#b
C5H4 in the gas phase, computed with wB97M-V/def2-TZVPD.

## Properties
E_HOMO	-9.01	eV
gap between HOMO and LUMO	8.95	eV
LUMO energy	-0.06	eV

The geometry in ORCA input format:
```
! wB97M-V def2-TZVPD RIJCOSX def2/J DEFGRID3
* xyz 0 1
C 0.658 -1.427 0.533
C 0.064 -0.151 0.072
C -0.585 0.889 -0.200
C -1.237 2.018 -0.536
C -1.660 3.101 -1.018
H 1.661 -1.306 0.955
H 0.681 -2.196 -0.246
H 0.020 -1.814 1.343
H 0.398 0.884 -0.904
*
```

=====

#c
2 unconnected molecules or ions with the total composition C5H4, computed with wB97M-V/def2-TZVPD.

## Properties
E_HOMO (alpha / beta)	-8.44 / -8.47	eV
gap between HOMO and LUMO (alpha / beta)	7.25 / 7.21	eV
LUMO energy (alpha / beta)	-1.19 / -1.25	eV

The geometry in ORCA input format:
```
! wB97M-V def2-TZVPD RIJCOSX def2/J DEFGRID3
* xyz 0 1
C 4.178 -0.114 -0.327
C 2.941 -0.287 -0.098
C -1.230 -0.235 -0.663
C 1.875 -0.823 0.338
C -2.013 -0.644 0.250
H 4.694 0.697 -0.637
H 0.752 -0.638 0.131
H -1.377 -1.354 0.705
H -3.029 -0.591 0.660
*
```

=====

How do the energies compare? Relative to the most stable structure, in hartree: #a 0.0000; #b 0.0044; #c 0.1031.

=====

#a
2 unconnected molecules or ions with the total composition C3H6INO2, computed with wB97M-V/def2-TZVPD.

## Properties
E_HOMO (alpha / beta)	-9.72 / -8.00	eV
gap between HOMO and LUMO (alpha / beta)	9.60 / 4.47	eV
LUMO energy (alpha / beta)	-0.12 / -3.53	eV

The geometry in ORCA input format:
```
! wB97M-V def2-TZVPD RIJCOSX def2/J DEFGRID3
* xyz 0 1
C -1.545 0.816 -0.927
C 1.826 -0.245 -0.035
C -0.257 0.091 -0.999
N -1.626 1.618 0.181
O -2.426 0.738 -1.782
O 0.630 0.543 -0.090
I -0.065 -0.108 3.786
H 2.089 -0.427 -1.062
H 1.773 -1.138 0.456
H 2.678 0.307 0.341
H -0.093 -0.885 -1.516
H -0.803 1.711 0.720
H -2.456 2.206 0.416
*
```

=====

#b
2 unconnected molecules or ions with the total composition C3H6INO2, computed with wB97M-V/def2-TZVPD.

## Properties
E_HOMO (alpha / beta)	-8.23 / -7.87	eV
gap between HOMO and LUMO (alpha / beta)	8.36 / 7.56	eV
LUMO energy (alpha / beta)	0.13 / -0.31	eV

The geometry in ORCA input format:
```
! wB97M-V def2-TZVPD RIJCOSX def2/J DEFGRID3
* xyz 0 1
C 0.026 -1.956 0.141
C 0.127 1.575 -0.071
C 1.110 0.497 -0.627
N -0.874 -1.606 1.081
O 0.345 -2.986 -0.311
O -1.140 0.908 -0.119
I 3.078 0.669 -0.003
H 0.175 2.013 0.919
H 0.173 2.352 -0.877
H 0.974 0.587 -1.677
H -1.062 -0.612 1.111
H -1.499 -2.265 1.487
H -1.431 0.824 -1.054
*
```

=====

How do the energies compare? Relative to the most stable structure, in hartree: #a 0.0000; #b 0.0405.

=====

#a
C3H6INO2 in the gas phase, computed with wB97M-V/def2-TZVPD.

## Properties
E_HOMO	-9.68	eV
gap between HOMO and LUMO	9.99	eV
LUMO energy	0.31	eV
SMILES string	C[C@](O)(I)C(N)=O

The geometry in ORCA input format:
```
! wB97M-V def2-TZVPD RIJCOSX def2/J DEFGRID3
* xyz 0 1
C 0.216 0.213 -1.111
C -0.989 0.757 -0.029
O -2.182 0.587 -0.615
I -0.572 2.747 0.516
C -0.936 -0.123 1.171
N 0.260 -0.150 1.835
O -1.970 -0.703 1.453
H 0.100 0.530 -2.107
H 0.211 -0.906 -1.213
H 1.233 0.718 -0.881
H -2.731 -0.038 -0.194
H 1.016 0.473 1.614
H 0.197 -0.214 2.866
*
```

=====

#b
A molecular structure, C3H6INO2, computed with wB97M-V/def2-TZVPD.

## Properties
E_HOMO	-9.52	eV
gap between HOMO and LUMO	9.67	eV
LUMO energy	0.15	eV

The geometry in ORCA input format:
```
! wB97M-V def2-TZVPD RIJCOSX def2/J DEFGRID3
* xyz 0 1
C 0.714 -1.104 -0.786
C 0.857 0.275 -0.300
C -0.453 0.994 -0.190
N -1.333 0.007 1.253
O -2.425 -0.379 0.957
O -0.723 -0.225 2.260
I -0.377 2.936 0.664
H -0.067 -1.395 -1.386
H 0.634 -1.713 0.143
H 1.675 -1.321 -1.285
H 1.383 0.787 -1.136
H 1.424 0.196 0.583
H -1.310 0.942 -0.776
*
```

=====

How do the energies compare? Relative to the most stable structure, in hartree: #a 0.0000; #b 0.1456.